[1]
Below is a cluster of 2 separate species, C5H14NO in total, with properties calculated with ωB97M-V/def2-TZVPD.

ORCA input file:
```
! RIJCOSX wB97M-V def2-TZVPD def2/J DEFGRID3
* xyz 1 1
C -2.34 0.35 0.64
C -1.03 0.14 -0.11
C -0.03 -0.59 0.80
C 1.36 -0.80 0.20
C 2.17 0.53 0.27
O 1.30 1.73 0.20
N -1.26 -0.67 -1.29
H -2.76 -0.62 0.94
H -3.11 0.91 0.07
H -2.20 0.89 1.57
H -0.62 1.12 -0.37
H -0.48 -1.59 1.08
H 0.10 -0.01 1.73
H 1.32 -1.16 -0.87
H 1.94 -1.55 0.75
H 2.58 0.63 1.28
H 3.09 0.47 -0.37
H 1.30 1.13 -0.74
H 1.25 0.05 -2.10
H -0.44 -0.59 -1.90
H -2.12 -0.38 -1.78
*
```

## Properties
**M**: 104.17 g/mol
**HOMO-LUMO gap**: 5.05 eV
**Energy relative to the best compared isomer or geometry (same formula, charge and spin)**: 954.4 kJ/mol

=====

[2]
Below is a cluster of 2 separate species, C5H14NO2 in total, with properties calculated with ωB97M-V/def2-TZVPD.

ORCA input file:
```
! RIJCOSX wB97M-V def2-TZVPD def2/J DEFGRID3
* xyz -1 1
C -0.45 -2.18 1.22
C -0.46 -1.11 0.07
C 0.84 -0.30 0.15
C 0.94 0.78 -0.98
C 1.04 2.19 -0.42
O -0.04 2.66 0.29
N -0.67 -1.83 -1.20
H 0.53 -2.32 1.67
H -1.27 -2.12 1.92
H -0.55 -3.17 0.74
H -1.29 -0.46 0.36
H 0.70 0.28 1.05
H 1.74 -0.91 0.21
H 0.10 0.69 -1.67
H 1.86 0.54 -1.53
H 2.03 2.37 0.07
H 1.19 2.85 -1.33
H 0.24 -1.94 -1.63
H -1.12 -1.24 -1.89
H -1.18 1.79 0.44
H -2.02 1.97 1.63
O -2.13 1.46 0.82
*
```

## Properties
**M**: 120.17 g/mol
**HOMO-LUMO gap**: 7.42 eV
**Energy relative to the best compared isomer or geometry (same formula, charge and spin)**: 59.3 kJ/mol

=====

[3]
Below is a cluster of 2 separate species, C5H14NO2 in total, with properties calculated with ωB97M-V/def2-TZVPD.

ORCA input file:
```
! RIJCOSX wB97M-V def2-TZVPD def2/J DEFGRID3
* xyz 1 1
C 1.12 -1.21 1.81
O 2.18 -0.40 1.36
C 0.24 -1.56 0.58
C -1.17 -1.02 0.59
C -1.47 0.04 -0.50
C -0.35 2.28 -0.16
N -0.37 1.03 -0.38
H 1.48 -2.05 2.40
H 0.47 -0.67 2.51
H 3.05 -0.78 1.54
H 0.20 -2.60 0.27
H 0.82 -1.29 -0.30
H -1.94 -1.81 0.48
H -1.46 -0.60 1.54
H -1.40 -0.40 -1.51
H -2.41 0.58 -0.51
H 0.58 2.77 0.12
H -1.18 2.98 -0.25
H 0.55 0.62 -0.30
H 0.76 0.89 -2.66
H 0.36 1.81 -3.71
O -0.04 1.38 -2.93
*
```

## Properties
**M**: 120.17 g/mol
**HOMO-LUMO gap**: 9.66 eV
**Energy relative to the best compared isomer or geometry (same formula, charge and spin)**: 252.1 kJ/mol

=====

[4]
Below is a structure of composition C5H14NO2, with properties calculated with ωB97M-V/def2-TZVPD.

ORCA input file:
```
! RIJCOSX wB97M-V def2-TZVPD def2/J DEFGRID3
* xyz 1 1
C 0.03 1.91 0.41
O -0.77 1.19 -0.36
C 1.06 1.05 1.13
C 0.28 -0.04 1.92
C -0.38 -0.93 0.90
C 0.25 -2.28 -0.93
N 0.57 -1.46 -0.02
H 0.77 2.61 -0.06
H -0.53 2.67 0.99
H -2.20 -0.57 -2.12
H 1.67 1.72 1.75
H 1.74 0.45 0.53
H 1.04 -0.62 2.46
H -0.46 0.36 2.61
H -0.88 -1.75 1.45
H -1.23 -0.40 0.41
H 1.02 -2.46 -1.67
H -0.70 -2.82 -0.98
H -2.61 0.02 -2.29
H -0.08 0.76 -1.37
H 0.90 0.46 -2.79
O 0.53 0.11 -1.97
*
```

## Properties
**M**: 120.17 g/mol
**HOMO-LUMO gap**: 5.26 eV
**Energy relative to the best compared isomer or geometry (same formula, charge and spin)**: 927.3 kJ/mol

=====

[5]
Below is a cluster of 2 separate species, C5H14NO2 in total, with properties calculated with ωB97M-V/def2-TZVPD.

ORCA input file:
```
! RIJCOSX wB97M-V def2-TZVPD def2/J DEFGRID3
* xyz 1 1
C -0.06 0.41 -0.94
C -3.32 -0.55 -0.21
C 2.35 -2.02 0.39
C 2.07 2.00 0.25
C 1.16 -0.12 -0.36
N -2.48 0.27 0.68
O 1.27 -1.40 -0.32
O 2.10 0.57 0.21
H -0.90 0.42 -0.17
H 0.06 1.42 -1.33
H -0.42 -0.26 -1.72
H -3.29 -0.12 -1.21
H -2.91 -1.56 -0.25
H -4.36 -0.61 0.11
H 3.31 -1.69 0.01
H 2.22 -3.09 0.23
H 2.28 -1.79 1.46
H 2.20 2.41 -0.76
H 2.93 2.29 0.86
H 1.15 2.36 0.69
H -2.88 1.20 0.76
H -2.47 -0.14 1.61
*
```

## Properties
**M**: 120.17 g/mol
**HOMO-LUMO gap**: 9.71 eV
**Energy relative to the best compared isomer or geometry (same formula, charge and spin)**: 200.3 kJ/mol

=====

[6]
Below is a cluster of 2 separate species, C5H14NO3 in total, with properties calculated with ωB97M-V/def2-TZVPD.

ORCA input file:
```
! RIJCOSX wB97M-V def2-TZVPD def2/J DEFGRID3
* xyz -1 1
C -0.86 0.66 -0.87
N 0.30 0.89 0.10
C 1.19 1.93 -0.31
O 0.65 3.18 0.36
C -1.62 -0.55 -0.31
C -0.63 -1.63 0.01
C 0.47 -2.14 -0.89
O 1.85 -1.92 -0.48
H -0.52 0.50 -1.83
H -1.67 1.60 -0.98
H 2.04 -1.13 0.11
H 1.28 2.15 -1.24
H 2.26 1.66 0.03
H 0.04 3.03 1.02
H -2.38 -0.98 -1.18
H -2.16 -0.33 0.55
H -0.35 -1.14 1.00
H -1.34 -2.51 0.11
H 0.41 -1.77 -1.83
H 0.69 -3.24 -0.96
H -0.35 0.98 2.85
H 0.33 0.39 1.86
O 0.37 0.38 2.88
*
```

## Properties
**M**: 136.17 g/mol
**HOMO-LUMO gap**: 6.74 eV
**Energy relative to the best compared isomer or geometry (same formula, charge and spin)**: 383.6 kJ/mol

=====

[7]
Below is a cluster of 3 separate species, C5H14NO3 in total, with properties calculated with ωB97M-V/def2-TZVPD.

ORCA input file:
```
! RIJCOSX wB97M-V def2-TZVPD def2/J DEFGRID3
* xyz 1 1
O 1.32 -2.17 -0.31
C 1.58 -1.43 0.62
C 0.90 -0.06 0.73
N -0.02 0.20 -0.44
C -1.41 0.48 0.10
C -1.33 0.46 1.63
C 0.07 0.00 2.02
H 2.25 -1.67 1.36
H 1.70 0.70 0.73
H 0.36 1.02 -0.94
H 0.00 -0.65 -1.10
H -1.74 1.50 -0.28
H -2.05 -0.27 -0.24
H -2.11 -0.18 2.03
H -1.55 1.53 2.05
H 0.03 -1.03 2.49
H 0.55 0.65 2.74
H -0.37 -2.73 -1.65
H -0.99 -2.10 -2.85
O -0.88 -1.93 -1.93
H 1.51 3.10 -1.71
H 1.01 2.35 -3.01
O 1.16 2.24 -2.04
*
```

## Properties
**M**: 136.17 g/mol
**HOMO-LUMO gap**: 11.35 eV
**Energy relative to the best compared isomer or geometry (same formula, charge and spin)**: 80.5 kJ/mol

=====

[8]
Below is a cluster of 3 separate species, C5H14NO4 in total, with properties calculated with ωB97M-V/def2-TZVPD.

ORCA input file:
```
! RIJCOSX wB97M-V def2-TZVPD def2/J DEFGRID3
* xyz -1 1
O -2.81 0.12 1.83
C -2.05 -0.50 1.08
O -1.43 -1.58 1.35
C -1.86 0.06 -0.37
C -0.94 1.28 -0.29
C 0.33 1.23 0.58
C 1.15 -0.04 0.42
N 1.60 -0.14 -1.00
H -1.45 -0.69 -1.05
H -2.83 0.29 -0.84
H -0.51 1.45 -1.30
H -1.58 2.10 0.07
H 0.01 1.33 1.63
H 0.96 2.14 0.48
H 0.56 -0.93 0.64
H 1.91 -0.07 1.20
H 0.78 -0.24 -1.58
H 2.19 -0.96 -1.11
H -2.28 -3.84 -0.33
H -1.18 -2.82 0.13
O -1.33 -3.73 -0.28
H 3.43 1.49 0.25
H 3.64 1.83 -1.19
O 3.70 2.21 -0.31
*
```

## Properties
**M**: 152.17 g/mol
**HOMO-LUMO gap**: 8.25 eV
**Energy relative to the best compared isomer or geometry (same formula, charge and spin)**: 75.5 kJ/mol